# C35H98N6O14

A 11-piece molecular cluster, C35H98N6O14 overall in a non-equilibrium geometry (wB97M-V/def2-TZVPD, the OMol25 dataset).

Geometry as XYZ:
```
153
Properties=species:S:1:pos:R:3:lowdin_charge:R:1
C -17.14 7.13 4.65 -0.140
O -18.34 6.76 5.36 -0.136
H -16.85 8.16 4.87 0.071
H -16.32 6.49 5.00 0.074
H -17.22 6.90 3.58 0.077
H -18.97 7.44 5.06 0.027
C -25.53 10.34 1.35 -0.126
O -26.30 11.14 0.42 -0.131
H -25.28 10.99 2.19 0.077
H -26.10 9.47 1.65 0.059
H -24.58 10.15 0.85 0.070
H -27.10 10.67 0.17 0.053
C -20.65 8.39 9.24 -0.167
O -19.55 7.74 9.85 -0.100
H -20.88 9.41 9.60 0.082
H -20.68 8.46 8.15 0.034
H -21.63 7.89 9.43 0.081
H -19.83 7.20 10.58 0.070
C -16.02 11.96 6.77 -0.139
O -17.30 11.42 7.12 -0.123
H -16.10 12.95 6.32 0.062
H -15.34 12.08 7.63 0.084
H -15.44 11.30 6.11 0.082
H -17.20 11.02 7.99 0.086
C -18.15 14.76 5.18 -0.206
O -18.86 13.57 5.26 -0.106
H -18.13 15.40 6.08 0.081
H -17.13 14.63 4.80 0.072
H -18.63 15.43 4.46 0.079
H -18.41 12.99 5.88 0.040
C -24.28 3.04 -3.64 -0.101
O -23.55 1.86 -3.35 -0.198
C -24.36 0.78 -2.99 -0.230
C -24.32 0.51 -1.48 -0.202
N -23.39 -0.56 -1.10 -0.059
C -22.01 -0.42 -1.52 -0.211
C -21.34 0.86 -1.15 -0.251
O -21.62 1.08 0.20 -0.212
C -21.00 2.20 0.74 -0.119
H -24.85 3.40 -2.77 0.086
H -24.97 2.87 -4.48 0.088
H -23.57 3.82 -3.91 0.082
H -23.99 -0.12 -3.49 0.120
H -25.41 0.83 -3.30 0.119
H -25.32 0.23 -1.15 0.113
H -24.05 1.43 -0.93 0.104
H -23.42 -0.52 -0.08 0.055
H -22.00 -0.52 -2.61 0.116
H -21.45 -1.25 -1.10 0.119
H -21.50 1.72 -1.81 0.118
H -20.24 0.72 -1.33 0.129
H -19.93 2.26 0.52 0.091
H -21.13 2.17 1.83 0.083
H -21.55 3.09 0.40 0.091
C -25.70 6.81 2.53 -0.058
O -24.52 7.51 2.16 -0.210
C -23.52 6.78 1.65 -0.316
C -22.22 7.49 1.72 -0.197
N -21.60 7.42 3.08 -0.031
C -22.48 7.97 4.13 -0.221
C -21.66 8.36 5.33 -0.213
O -20.65 9.27 4.87 -0.204
C -19.78 9.71 5.87 -0.129
H -26.28 6.59 1.61 0.088
H -26.23 7.38 3.27 0.073
H -25.42 5.81 2.89 0.073
H -23.70 6.50 0.60 0.106
H -23.35 5.80 2.14 0.136
H -22.27 8.56 1.40 0.124
H -21.48 7.06 1.03 0.113
H -20.83 8.08 3.06 0.098
H -23.26 7.30 4.48 0.118
H -22.96 8.90 3.76 0.114
H -21.21 7.46 5.78 0.128
H -22.24 8.92 6.08 0.128
H -19.37 8.95 6.55 0.076
H -20.32 10.39 6.56 0.099
H -18.97 10.27 5.41 0.080
C -30.55 7.85 5.29 -0.108
O -29.72 6.76 5.53 -0.207
C -29.81 5.85 4.50 -0.268
C -29.09 4.56 4.76 -0.193
N -27.67 4.83 5.05 -0.034
C -26.98 3.61 5.40 -0.224
C -25.52 3.71 5.52 -0.252
O -25.21 4.37 6.72 -0.203
C -23.88 4.16 7.08 -0.116
H -31.62 7.63 5.36 0.095
H -30.37 8.17 4.24 0.095
H -30.29 8.71 5.90 0.092
H -29.36 6.22 3.55 0.129
H -30.85 5.67 4.16 0.129
H -29.08 4.00 3.82 0.119
H -29.54 3.97 5.58 0.128
H -27.52 5.64 5.62 0.059
H -27.28 2.77 4.79 0.115
H -27.29 3.33 6.43 0.135
H -25.06 4.30 4.72 0.113
H -25.10 2.70 5.54 0.118
H -23.23 4.13 6.21 0.091
H -23.75 3.31 7.77 0.093
H -23.60 5.02 7.72 0.081
C -24.85 -0.06 4.03 -0.064
C -24.52 0.27 2.57 -0.430
C -24.21 1.74 2.40 -0.194
O -25.37 2.53 2.63 -0.214
C -26.31 2.51 1.56 -0.088
N -23.38 -0.50 2.11 0.051
H -24.03 0.21 4.71 0.081
H -25.10 -1.11 4.22 0.076
H -25.76 0.46 4.37 0.071
H -25.46 0.07 2.05 0.133
H -23.74 1.96 1.43 0.105
H -23.51 2.09 3.17 0.132
H -27.00 3.35 1.72 0.081
H -26.92 1.59 1.56 0.085
H -25.82 2.62 0.59 0.082
H -22.62 -0.45 2.77 0.088
H -23.64 -1.46 1.91 0.087
C -21.62 7.58 -2.39 -0.067
C -22.97 8.05 -2.90 -0.427
C -24.01 7.90 -1.84 -0.275
O -25.23 8.32 -2.32 -0.168
C -26.33 7.96 -1.48 -0.073
N -22.80 9.47 -3.25 0.036
H -20.82 7.91 -3.06 0.081
H -21.56 6.50 -2.37 0.074
H -21.38 8.00 -1.41 0.070
H -23.22 7.53 -3.83 0.139
H -23.73 8.47 -0.95 0.123
H -24.05 6.84 -1.54 0.122
H -27.05 8.77 -1.60 0.087
H -26.03 7.98 -0.42 0.067
H -26.77 7.01 -1.79 0.090
H -23.66 10.01 -3.18 0.069
H -22.19 9.91 -2.56 0.067
C -25.93 7.84 8.77 -0.059
C -27.08 7.83 7.79 -0.424
C -26.68 8.21 6.38 -0.206
O -26.16 9.54 6.40 -0.172
C -25.78 9.99 5.15 -0.128
N -27.71 6.49 7.84 0.054
H -25.23 8.69 8.74 0.077
H -25.26 7.00 8.53 0.070
H -26.23 7.77 9.81 0.078
H -27.85 8.54 8.12 0.141
H -27.56 8.15 5.73 0.112
H -25.89 7.49 6.07 0.131
H -24.84 9.54 4.78 0.073
H -25.59 11.07 5.20 0.093
H -26.57 9.84 4.39 0.082
H -27.03 5.76 7.71 0.048
H -28.51 6.42 7.20 0.047
```

HOMO-LUMO gap (eV): 8.81
Spin multiplicity: 1
LUMO (Ha): 0.0114
E_HOMO (eV): -8.499
Relative energy (zero: lowest compared OMol25 entry of this formula, charge and spin) (kJ/mol): 0.0